Below is a 2-piece molecular cluster, C19H36IN3O3S2 overall at a distorted geometry, with properties calculated with ωB97M-V/def2-TZVPD.

Last column: Mulliken spin population.
Geometry (Å):
C -4.6487 -2.9043 -5.2406  0.00
C -4.9917 -1.9747 -4.0848  0.00
S -3.8619 -0.5560 -4.0173  0.00
C -2.7033 -1.1583 -2.7535  0.00
C -1.4131 -0.4349 -2.8385  0.00
N -1.2553 0.8724 -3.2389  0.00
C 0.0193 1.2103 -3.1809  0.00
N 0.7050 0.1478 -2.7480  0.00
S 2.4235 0.2516 -2.5251  0.00
C 2.6581 -0.2804 -0.8636  0.00
O 2.7124 1.6459 -2.6037  0.00
O 3.0653 -0.5937 -3.4680  0.00
C -0.1690 -0.9257 -2.5218  0.00
C 0.2354 -2.2828 -2.0682  0.00
C 0.8634 -3.0738 -3.2215  0.00
C 1.5301 -4.3588 -2.7307  0.00
I 1.6899 -5.7491 -4.3406  0.00
H -3.6080 -3.2053 -5.1607  0.00
H -4.7566 -2.3865 -6.1864  0.00
H -5.2667 -3.7945 -5.2081  0.00
H -6.0125 -1.6178 -4.1188  0.00
H -4.8710 -2.5228 -3.1548  0.00
H -3.1642 -1.0812 -1.7726  0.00
H -2.5094 -2.2074 -2.9503  0.00
H -2.0131 1.4774 -3.5191  0.00
H 0.4763 2.1521 -3.4169  0.00
H 3.1236 -1.2566 -0.8321  0.00
H 3.2463 0.4887 -0.3826  0.00
H 1.7032 -0.3376 -0.3488  0.00
H -0.6595 -2.7893 -1.7254  0.00
H 0.8967 -2.2124 -1.2102  0.00
H 1.6103 -2.4737 -3.7284  0.00
H 0.1048 -3.3264 -3.9563  0.00
H 2.5440 -4.1410 -2.4229  0.00
H 0.9870 -4.8158 -1.9146  0.00
C 0.6591 1.0824 5.5732  0.01
C 1.5677 1.1470 4.3238  0.01
C 2.2957 2.4898 4.2696  0.03
C 1.3849 3.6598 3.9020  -0.02
C 0.6227 3.3756 2.6090  0.03
C -0.1310 2.0453 2.6320  0.04
N 0.7736 0.9380 3.0706  0.40
O 1.5359 0.5724 2.1001  0.51
C -1.3635 2.1493 3.5461  0.01
C -0.6729 1.7388 1.2398  -0.03
C 2.5771 0.0155 4.4745  0.00
H 1.2105 0.6720 6.4167  0.00
H 0.2962 2.0579 5.8915  0.00
H -0.2000 0.4330 5.4078  -0.01
H 3.1068 2.4312 3.5366  0.00
H 2.7654 2.6723 5.2374  0.00
H 0.6854 3.8746 4.7135  0.00
H 1.9854 4.5617 3.7772  0.00
H -0.0875 4.1803 2.4089  0.00
H 1.3335 3.3736 1.7757  0.01
H -1.8433 1.1768 3.6625  -0.01
H -2.0923 2.8268 3.1023  0.00
H -1.1430 2.5411 4.5341  0.00
H 0.1126 1.7449 0.4825  0.01
H -1.4068 2.4958 0.9665  0.00
H -1.1668 0.7649 1.2198  0.00
H 2.0752 -0.9528 4.5062  0.00
H 3.1221 0.1479 5.4072  0.00
H 3.3069 -0.0011 3.6676  0.00

Summary:
LUMO energy (alpha / beta): -2.98 / -2.98 eV
maximum force: 2.1 eV/A
2S+1: 2
energy: -2229.32408 a.u.
total charge: +1
frontier orbital gap (alpha / beta): 7.89 / 8.73 eV


Below is C19H36N3O5P2Tl as an isolated structure at a distorted geometry, with properties calculated with ωB97M-V/def2-TZVPD.

Last column: natural (NBO) charge in e.
Geometry (Å):
C 4.8947 1.8733 -0.3281  -0.27
C 3.7145 1.1153 -0.0830  0.21
N 2.6716 1.2043 -1.0114  -0.62
C 2.9670 1.6311 -2.2628  0.19
C 4.1944 2.2183 -2.5819  -0.35
C 5.1589 2.3646 -1.5790  -0.17
C 3.7656 0.2302 1.0356  -0.79
P 2.1882 -0.4433 1.6309  0.72
Tl 0.2346 1.2062 0.9368  0.67
P 0.2752 1.1338 -2.7587  1.35
C 1.9625 1.4010 -3.3456  -0.75
O 4.2007 3.5507 2.9966  -0.92
O 0.3178 2.9251 4.8657  -0.92
H 5.4741 2.0820 0.5761  0.22
H 4.4072 2.4393 -3.6329  0.20
H 6.0950 2.8509 -1.7736  0.21
C 2.4492 -2.1089 0.9977  -0.95
C 1.8526 -0.4605 3.4381  -0.94
H 1.9098 2.2562 -4.0291  0.26
H 2.2187 0.5251 -3.9611  0.26
H 3.3334 3.0309 2.9817  0.46
H 4.5679 0.5437 1.7794  0.23
C -0.7418 0.6748 -4.1411  -0.97
C -0.3890 2.6766 -2.1414  -1.01
H -0.8263 3.4094 0.2368  -0.04
H -0.2976 3.4743 4.2552  0.47
H 1.1659 3.1889 4.5401  0.46
H 3.9216 4.1988 2.3558  0.46
H 0.2611 0.2077 -1.7160  0.06
H -1.1141 4.0796 -0.0615  -0.02
H 3.1305 -2.5831 1.7187  0.23
H 1.5601 -2.7290 0.7964  0.25
H 3.0031 -1.9474 0.0556  0.25
H 2.8168 -0.5239 3.9614  0.24
H 1.3548 0.4795 3.7260  0.24
H 1.1949 -1.2998 3.7136  0.26
H -0.6055 3.3380 -2.9849  0.25
H -1.3123 2.5099 -1.5558  0.33
H 0.3579 3.1658 -1.5056  0.28
H -0.6348 1.4934 -4.8708  0.26
H -0.4564 -0.2762 -4.6046  0.27
H -1.7865 0.6251 -3.8054  0.28
C -2.6688 -4.5709 1.3125  -0.62
C -3.5994 -3.4103 1.6194  -0.39
C -3.5382 -2.1982 0.6557  -0.24
C -3.9030 -2.5449 -0.8152  -0.38
C -2.9054 -3.3829 -1.6011  -0.61
C -4.5448 -1.1441 1.1735  0.72
O -5.4825 -1.3493 1.9032  -0.57
N -4.2857 0.1273 0.6714  -0.68
C -3.0701 0.6208 0.1759  0.78
O -3.0052 1.8239 -0.1476  -0.69
N -2.0183 -0.2415 0.1296  -0.78
C -2.1487 -1.4845 0.6551  0.69
O -1.1408 -2.0742 1.0974  -0.65
H -3.0606 -5.2160 0.5192  0.19
H -2.5436 -5.1698 2.2166  0.21
H -1.6862 -4.1723 1.0413  0.24
H -4.6403 -3.7692 1.6709  0.22
H -3.3581 -3.0287 2.6264  0.22
H -4.8833 -3.0389 -0.8122  0.22
H -4.0235 -1.5821 -1.3380  0.21
H -2.9366 -4.4394 -1.3190  0.21
H -3.1653 -3.3114 -2.6630  0.21
H -1.8772 -3.0167 -1.5006  0.21
H -4.9703 0.8419 0.8646  0.42

Summary:
LUMO energy: -0.16 eV
maximum force: 3.1 eV/A
2S+1: 1
energy: -2141.16867 a.u.
frontier orbital gap: 6.22 eV
relative energy (zero: lowest compared OMol25 entry of this formula, charge and spin): 18.95 kcal per mole


Below is C19H37AlNO4Si as an isolated structure at a distorted geometry, with properties calculated with ωB97M-V/def2-TZVPD.

Last column: natural (NBO) charge in e.
Geometry (Å):
C -2.7773 2.3749 -3.0846  -0.30
C -3.0652 1.1098 -3.6417  -0.33
C -1.8663 0.3171 -3.6598  -0.34
C -0.8254 1.1020 -3.0958  -0.22
C -1.3904 2.3582 -2.6468  -0.60
Al -1.4471 1.8580 -0.2974  1.81
N 0.0340 3.9946 -0.4618  -0.88
C -3.2150 1.0979 0.1897  -1.05
C -3.4585 -0.1574 -0.3852  -0.39
H -1.7554 -0.6877 -4.0381  0.19
H -4.0320 0.7685 -4.0086  0.19
H 0.2266 0.8460 -3.0959  0.19
H -0.7968 3.2352 -2.3962  0.25
H -3.4335 3.2259 -3.0322  0.20
H -3.9433 -0.3443 -1.3612  0.21
H -2.8788 1.1403 1.2402  0.23
H -1.0049 4.3188 -0.3399  0.24
H -3.1976 -1.0753 0.1542  0.17
H -3.8271 1.9445 -0.1822  0.24
C -0.0790 0.8835 4.0901  -0.62
C 0.5406 1.4418 2.8071  0.27
C 0.2169 2.9322 2.6794  -0.62
C 2.0498 1.2281 2.8337  -0.63
O -0.0696 0.7744 1.6773  -0.95
Si 0.2784 -0.3704 0.5366  2.52
O -0.4168 0.4235 -0.6692  -1.42
O 1.8666 -0.7555 0.5774  -0.96
C 2.9511 -0.4296 -0.3952  0.29
C 2.7911 1.0070 -0.8660  -0.64
C 4.2832 -0.6186 0.3292  -0.62
C 2.8384 -1.3957 -1.5669  -0.63
O -0.5218 -1.7320 0.9685  -0.94
C -0.7853 -2.9148 0.1508  0.27
C -1.2195 -2.5229 -1.2583  -0.64
C 0.4685 -3.7863 0.1097  -0.62
C -1.9107 -3.6651 0.8635  -0.61
H 0.3197 1.4341 4.9530  0.20
H 0.1729 -0.1765 4.2196  0.21
H -1.1675 1.0025 4.0869  0.21
H 0.3299 3.4325 3.6500  0.20
H 0.8600 3.4258 1.9412  0.24
H -0.8377 3.0780 2.3692  0.21
H 2.3184 0.1646 2.8703  0.23
H 2.5339 1.7112 1.9758  0.21
H 2.4556 1.7053 3.7400  0.20
H 2.8674 1.7086 -0.0258  0.21
H 3.6047 1.2309 -1.5709  0.20
H 1.8334 1.1657 -1.3754  0.26
H 4.3907 -1.6484 0.6955  0.21
H 4.3773 0.0724 1.1779  0.21
H 5.1085 -0.4163 -0.3710  0.20
H 3.0337 -2.4268 -1.2387  0.20
H 1.8475 -1.3268 -2.0412  0.23
H 3.5955 -1.1352 -2.3208  0.21
H -0.3936 -2.1129 -1.8568  0.21
H -1.6006 -3.4189 -1.7679  0.20
H -2.0323 -1.7837 -1.2367  0.26
H 0.7750 -4.0602 1.1290  0.21
H 0.2480 -4.7085 -0.4499  0.20
H 1.2988 -3.2676 -0.3913  0.22
H -1.6030 -3.9357 1.8826  0.21
H -2.8212 -3.0543 0.9196  0.22
H -2.1431 -4.5861 0.3113  0.20

Summary:
LUMO energy (alpha / beta): 2.69 / 2.69 eV
maximum force: 4.5 eV/A
2S+1: 1
energy: -1633.90925 a.u.
total charge: -1
frontier orbital gap (alpha / beta): 6.22 / 5.54 eV
relative energy (zero: lowest compared OMol25 entry of this formula, charge and spin): 0.00 kcal per mole


Below is C19H37B2Br4NO2P as an isolated structure at a distorted geometry, with properties calculated with ωB97M-V/def2-TZVPD.

Last column: natural (NBO) charge in e.
Geometry (Å):
C 3.3573 -0.5087 1.6845  -0.93
P 4.7678 -1.2321 0.6972  0.54
C 6.1762 -1.3144 1.9186  -0.92
B 5.2291 -0.1239 -0.8109  -0.41
Br 6.0169 1.7444 -0.2611  -0.35
C 3.9983 0.1171 -1.8460  -0.66
C 2.8528 1.0269 -1.3457  -0.39
C 1.4668 0.4725 -1.7142  -0.39
C 0.3410 1.5035 -1.5578  -0.39
C -0.6258 1.1900 -0.4098  -0.40
C -1.4582 2.4018 0.0348  -0.39
C -2.8435 2.5012 -0.6450  -0.39
C -4.0220 2.0616 0.2654  -0.39
C -4.4393 0.6350 -0.0888  -0.40
C -5.7142 0.1525 0.6363  -0.40
C -6.7502 -0.5466 -0.2557  -0.40
C -6.5158 -2.0505 -0.4134  -0.19
N -5.1693 -2.3459 -0.9028  -0.34
C -4.3448 -3.1376 -0.1666  -0.07
C -3.1595 -3.2163 -0.8250  -0.30
C -3.2915 -2.4652 -2.0062  -0.30
C -4.5456 -1.9425 -2.0347  -0.08
B 6.4792 -0.9518 -1.6359  1.03
O 7.5099 -1.6676 -0.9841  -0.98
O 6.5456 -1.0207 -3.0425  -0.95
H 2.4182 -0.8690 1.2692  0.22
H 3.4629 -0.8102 2.7278  0.21
H 3.3771 0.5835 1.6958  0.21
H 5.8388 -1.2129 2.9525  0.21
H 6.5963 -2.3153 1.8319  0.22
H 6.9652 -0.5838 1.7260  0.21
H 3.6118 -0.8473 -2.1979  0.20
H 4.4131 0.5998 -2.7346  0.22
H 2.9148 1.2811 -0.2866  0.20
H 2.9224 1.9776 -1.8846  0.18
H 1.2935 -0.4519 -1.1555  0.19
H 1.5305 0.2139 -2.7746  0.19
H -0.2661 1.5327 -2.4721  0.18
H 0.7487 2.5103 -1.4494  0.19
H 0.0100 0.9152 0.4416  0.20
H -1.2326 0.3067 -0.6188  0.20
H -1.6198 2.3670 1.1145  0.19
H -0.8902 3.3083 -0.1743  0.20
H -2.8631 1.9660 -1.5960  0.20
H -3.0026 3.5554 -0.8925  0.19
H -3.6994 2.1784 1.2987  0.20
H -4.8572 2.7182 0.0083  0.19
H -3.6309 -0.0585 0.1513  0.22
H -4.6229 0.6083 -1.1614  0.19
H -5.4598 -0.4933 1.4808  0.20
H -6.2058 1.0349 1.0575  0.20
H -6.8472 -0.0299 -1.2133  0.20
H -7.7224 -0.4399 0.2373  0.20
H -7.2610 -2.4699 -1.0952  0.19
H -6.6595 -2.5267 0.5509  0.20
H -4.5972 -3.6113 0.7633  0.21
H -2.2835 -3.7566 -0.5103  0.22
H -2.5351 -2.3027 -2.7550  0.22
H -5.0234 -1.2963 -2.7490  0.21
H 8.1282 -1.0694 -0.5560  0.50
H 6.4579 -1.9517 -3.2835  0.48
C 3.7827 1.5302 5.6535  -0.50
Br 1.9129 1.3339 5.2275  0.08
Br 4.8683 1.5742 4.0734  0.15
Br 4.0939 3.0622 6.7890  0.06
H 4.0712 0.6562 6.2192  0.22

Summary:
LUMO energy: 2.00 eV
maximum force: 2.2 eV/A
2S+1: 1
energy: -11638.65452 a.u.
total charge: -1
frontier orbital gap: 5.60 eV


Among the records above, which one has the highest 2S+1?
C19H36IN3O3S2


Repeat the first record exactly.
Below is a 2-piece molecular cluster, C19H36IN3O3S2 overall at a distorted geometry, with properties calculated with ωB97M-V/def2-TZVPD.

Last column: Mulliken spin population.
Geometry (Å):
C -4.6487 -2.9043 -5.2406  0.00
C -4.9917 -1.9747 -4.0848  0.00
S -3.8619 -0.5560 -4.0173  0.00
C -2.7033 -1.1583 -2.7535  0.00
C -1.4131 -0.4349 -2.8385  0.00
N -1.2553 0.8724 -3.2389  0.00
C 0.0193 1.2103 -3.1809  0.00
N 0.7050 0.1478 -2.7480  0.00
S 2.4235 0.2516 -2.5251  0.00
C 2.6581 -0.2804 -0.8636  0.00
O 2.7124 1.6459 -2.6037  0.00
O 3.0653 -0.5937 -3.4680  0.00
C -0.1690 -0.9257 -2.5218  0.00
C 0.2354 -2.2828 -2.0682  0.00
C 0.8634 -3.0738 -3.2215  0.00
C 1.5301 -4.3588 -2.7307  0.00
I 1.6899 -5.7491 -4.3406  0.00
H -3.6080 -3.2053 -5.1607  0.00
H -4.7566 -2.3865 -6.1864  0.00
H -5.2667 -3.7945 -5.2081  0.00
H -6.0125 -1.6178 -4.1188  0.00
H -4.8710 -2.5228 -3.1548  0.00
H -3.1642 -1.0812 -1.7726  0.00
H -2.5094 -2.2074 -2.9503  0.00
H -2.0131 1.4774 -3.5191  0.00
H 0.4763 2.1521 -3.4169  0.00
H 3.1236 -1.2566 -0.8321  0.00
H 3.2463 0.4887 -0.3826  0.00
H 1.7032 -0.3376 -0.3488  0.00
H -0.6595 -2.7893 -1.7254  0.00
H 0.8967 -2.2124 -1.2102  0.00
H 1.6103 -2.4737 -3.7284  0.00
H 0.1048 -3.3264 -3.9563  0.00
H 2.5440 -4.1410 -2.4229  0.00
H 0.9870 -4.8158 -1.9146  0.00
C 0.6591 1.0824 5.5732  0.01
C 1.5677 1.1470 4.3238  0.01
C 2.2957 2.4898 4.2696  0.03
C 1.3849 3.6598 3.9020  -0.02
C 0.6227 3.3756 2.6090  0.03
C -0.1310 2.0453 2.6320  0.04
N 0.7736 0.9380 3.0706  0.40
O 1.5359 0.5724 2.1001  0.51
C -1.3635 2.1493 3.5461  0.01
C -0.6729 1.7388 1.2398  -0.03
C 2.5771 0.0155 4.4745  0.00
H 1.2105 0.6720 6.4167  0.00
H 0.2962 2.0579 5.8915  0.00
H -0.2000 0.4330 5.4078  -0.01
H 3.1068 2.4312 3.5366  0.00
H 2.7654 2.6723 5.2374  0.00
H 0.6854 3.8746 4.7135  0.00
H 1.9854 4.5617 3.7772  0.00
H -0.0875 4.1803 2.4089  0.00
H 1.3335 3.3736 1.7757  0.01
H -1.8433 1.1768 3.6625  -0.01
H -2.0923 2.8268 3.1023  0.00
H -1.1430 2.5411 4.5341  0.00
H 0.1126 1.7449 0.4825  0.01
H -1.4068 2.4958 0.9665  0.00
H -1.1668 0.7649 1.2198  0.00
H 2.0752 -0.9528 4.5062  0.00
H 3.1221 0.1479 5.4072  0.00
H 3.3069 -0.0011 3.6676  0.00

Summary:
LUMO energy (alpha / beta): -2.98 / -2.98 eV
maximum force: 2.1 eV/A
2S+1: 2
energy: -2229.32408 a.u.
total charge: +1
frontier orbital gap (alpha / beta): 7.89 / 8.73 eV